[1]
The following is a DFT calculation (ωB97M-V/def2-TZVPD) of an isolated molecule of NO2P in a non-equilibrium geometry.

## Properties
Energy relative to the best compared isomer or geometry (same formula, charge and spin) = 0.187 eV
M = 76.98 Da
F_max = 0.058 hartree/bohr
LUMO level (alpha / beta) = -3.881 / -3.862 eV
HOMO (alpha / beta) = -12.4170 / -12.4244 eV
E_tot = -14870.38429 eV

Each line ends with the natural charge from an NBO analysis.
Geometry (Å):
P -0.13 -0.07 -0.07  2.182
O -1.12 -1.02 -0.52  -0.938
O 0.78 -0.22 1.12  -0.807
N 0.47 1.31 -0.53  -0.437

[2]
The following is a DFT calculation (ωB97M-V/def2-TZVPD) of a structure of composition C29H22Cl2N2O9ReS in a non-equilibrium geometry.

## Properties
Energy relative to the best compared isomer or geometry (same formula, charge and spin) = 1.262 eV
Net charge = -2
M = 831.68 Da
F_max = 0.032 hartree/bohr
LUMO level (alpha / beta) = 4.208 / 4.208 eV
HOMO (alpha / beta) = -1.0587 / -1.2852 eV
Multiplicity = 2
E_tot = -89852.35818 eV

Each line ends with the natural charge from an NBO analysis.
Geometry (Å):
Re 0.15 -0.32 -0.22  1.489
Cl 1.90 3.52 6.04  -0.067
Cl 0.30 -1.31 4.23  -0.013
S -3.05 0.67 -0.40  2.422
O -0.21 0.07 1.77  -0.737
O -0.67 -4.18 0.97  -0.680
O -0.09 2.54 0.15  -0.517
O -0.90 -2.03 0.38  -0.706
O -1.74 0.43 -1.09  -0.988
O 2.65 1.02 0.51  -0.742
O -4.01 1.25 -1.32  -0.994
O 4.78 0.24 0.53  -0.751
O -2.89 1.33 0.88  -0.987
N 0.95 -0.15 -1.75  -0.598
N 1.72 -1.60 0.58  -0.410
C -3.63 -0.96 -0.04  -0.246
C 2.12 1.27 -3.31  0.007
C 3.90 -2.28 1.19  -0.224
C 0.56 0.39 3.94  -0.101
C 1.87 -1.12 -3.74  -0.027
C -4.35 -2.62 1.53  -0.213
C 0.52 2.27 2.46  -0.242
C 1.26 -2.82 0.89  0.101
C 3.44 -3.55 1.49  -0.185
C 0.30 3.00 1.19  0.462
C -4.60 -5.04 0.87  -0.624
C 2.57 -0.97 -4.93  -0.232
C 1.28 2.52 4.73  -0.090
C 1.88 2.45 -2.43  -0.658
C 1.02 3.05 3.50  -0.172
C 3.04 0.27 -5.32  -0.234
C 0.27 0.89 2.64  0.480
C 1.37 -2.47 -3.29  -0.629
C 2.09 -3.82 1.35  -0.229
C 3.54 0.15 0.57  0.749
C -0.23 -3.06 0.75  0.764
C -4.01 -3.22 -0.76  -0.210
C 3.02 -1.30 0.76  0.128
C 2.81 1.38 -4.51  -0.225
C 1.65 0.00 -2.93  0.184
C -3.65 -1.92 -1.06  -0.196
C -4.00 -1.31 1.24  -0.206
C 1.05 1.17 4.96  -0.232
C -4.34 -3.59 0.54  -0.023
H -3.65 -5.57 0.96  0.232
H 3.58 0.38 -6.25  0.190
H -5.19 -5.53 0.10  0.196
H -3.94 -0.56 2.02  0.239
H 3.19 2.35 -4.81  0.192
H 1.65 -4.78 1.58  0.237
H 1.20 4.11 3.31  0.211
H 2.74 -1.84 -5.56  0.188
H 1.93 -2.82 -2.42  0.223
H 2.27 3.36 -2.89  0.184
H 1.26 0.73 5.93  0.223
H 0.82 2.58 -2.22  0.249
H -5.13 -5.14 1.82  0.198
H -3.33 -1.64 -2.05  0.225
H 1.47 -3.20 -4.09  0.192
H -3.98 -3.97 -1.54  0.192
H 4.13 -4.31 1.84  0.197
H 2.35 2.31 -1.45  0.276
H 0.33 -2.41 -2.97  0.239
H 0.53 4.08 1.27  0.082
H -4.60 -2.90 2.55  0.192
H 4.94 -1.98 1.29  0.247